ORCA calculation (ωB97M-V with the def2-TZVPD basis set) on a structure of composition C38H52N2OPRu.

- E: -57121.41019 eV
- Net charge: +3
- Highest occupied orbital energy (alpha / beta): -16.73 / -16.89 eV
- Spin multiplicity: 5

The geometry in XYZ format:
```
95
C38H52N2OPRu, DFT ωB97M-V with the def2-TZVPD basis set
Ru 0.4009 -0.3593 -0.9752
P -0.8491 1.5505 -1.5450
O -0.6408 -1.6854 -2.1098
N 3.3870 -2.8648 -2.6714
N 2.1420 -1.4517 -1.5359
C 0.4003 -1.9022 5.2302
C 0.9354 -0.8498 6.2206
C 0.0448 -5.3345 -3.7842
C 0.0744 2.4537 2.3592
C -1.0163 -0.5699 1.9571
C 1.3957 -0.0614 2.0712
C 0.3478 2.0697 -2.8964
C 1.4417 -0.7886 3.2424
C -0.3554 -2.8166 -2.6348
C -0.1020 1.7004 1.2012
C -0.8759 -2.5374 5.7609
C -2.2405 -2.1966 0.6249
C 0.2787 -1.2752 3.8746
C 3.8305 -0.4702 1.6824
C -2.6217 1.9456 -1.9439
C -3.6022 1.3959 -0.9039
C 2.1303 -2.5629 -2.2951
C 1.7324 2.1537 -2.2392
C 0.0216 3.8382 2.3549
C -0.3701 2.3783 -0.0006
C 2.6695 0.5115 1.4875
C -1.2539 -4.8214 -3.7076
C 4.2358 -1.9217 -2.1677
C 1.1373 -4.6062 -3.3019
C -2.8323 3.4695 -2.0042
C -2.2501 -0.7586 1.1494
C 0.9812 -3.3501 -2.7341
C -0.1336 4.5114 1.1531
C -0.9213 -1.1990 3.1770
C -1.4559 -3.5908 -3.1441
C 3.0701 1.8850 2.0396
C 0.1115 0.2043 1.4723
C -0.3227 3.7814 -0.0052
C -2.9576 1.3169 -3.2993
C 0.3839 0.9565 -3.9650
C -3.5388 -0.4976 1.9267
C 0.0711 3.3948 -3.6166
C 3.4605 -1.0503 -1.4776
H 4.0958 2.1003 1.7513
H 2.4402 2.6860 1.6681
H -3.0344 -2.3347 -0.1055
H 0.0676 4.2590 -2.9607
H 1.1760 -2.6727 5.1218
H -3.7073 -1.2556 2.6864
H -2.4339 -3.1446 -3.0519
H 3.5641 -1.4925 1.4145
H -0.4790 4.3149 -0.9304
H 1.8741 -0.4043 5.9039
H -4.5615 1.8827 -1.0720
H -2.4380 1.7952 -4.1251
H -1.7847 -1.6939 3.5918
H 0.2024 -0.0610 6.3675
H 1.9553 1.3363 -1.5116
H -2.1900 -0.0696 0.2955
H 4.6824 -0.1653 1.0810
H 2.3846 -0.9696 3.7353
H -0.6889 -2.9566 6.7474
H -0.1278 5.5903 1.1184
H -0.8595 3.3710 -4.1789
H -1.2888 -2.4668 0.1580
H 1.8705 3.0769 -1.6795
H 1.1044 -1.3340 7.1797
H 3.0310 1.8901 3.1270
H -2.7593 3.9241 -1.0201
H 4.1788 -0.4683 2.7109
H 0.2577 1.9383 3.2899
H 2.1067 -5.0729 -3.3785
H -3.8520 3.6226 -2.3537
H 5.2907 -1.9501 -2.3594
H 0.2148 -6.3081 -4.2178
H -2.1718 3.9925 -2.6960
H 2.4852 0.6447 0.3754
H -2.7520 0.2463 -3.3160
H 0.8752 3.5475 -4.3359
H 0.9892 1.3112 -4.7979
H 3.7708 -0.1650 -0.9664
H -2.0776 -5.4068 -4.0872
H -3.3061 1.6270 0.1164
H -1.2272 -3.3507 5.1266
H -1.6712 -1.8009 5.8695
H 0.1326 4.3836 3.2780
H -3.7573 0.3226 -1.0145
H -4.3914 -0.5326 1.2538
H 3.6641 -3.6327 -3.2649
H -2.4045 -2.8898 1.4451
H -4.0251 1.4501 -3.4711
H 0.8522 0.0326 -3.5945
H -3.5287 0.4748 2.4121
H 2.5036 2.0818 -3.0052
H -0.5965 0.7014 -4.3567
```